Formula: C2H4O3P
Source: the Open Molecules 2025 dataset
Level of theory: ωB97M-V with the def2-TZVPD basis set

Geometry (Å):
1 O 0.187 -0.980 -1.719
2 H -1.300 0.889 0.572
3 H -1.113 1.411 -1.015
4 O 2.188 0.739 0.338
5 O 0.515 -0.219 2.080
6 C -0.072 -0.408 -0.679
7 P 1.126 -0.357 0.769
8 H 1.692 -1.588 0.621
9 C -1.184 0.559 -0.422
10 H -2.041 -0.046 -0.545

Atoms 1-3, force components in eV/Å:
-0.8 0.1 0.2
0.7 0.2 1.5
-0.2 1.2 -1.5

Results
multiplicity = 1
energy relative to the best compared isomer or geometry (same formula, charge and spin) = 87.5 kJ/mol
Kohn-Sham gap = 8.46 eV
total charge = -1
HOMO energy = -4.30 eV